#one
# C3H4NP

A structure of composition C3H4NP (wB97M-V/def2-TZVPD, the OMol25 dataset).

Cartesian coordinates (Å):
C (-1.5450, -0.6166, 0.5218)
C (-0.6821, 0.3235, -0.0253)
C (1.1547, -0.4780, -0.0329)
N (-2.0778, -1.5640, 0.9031)
P (-1.0839, 1.8236, -0.6399)
H (1.5875, 0.4312, 0.0909)
H (1.0543, -1.1478, 0.8617)
H (1.3929, -1.1038, -0.9428)
H (0.1995, 2.3319, -0.7365)

Multiplicity: 1

***

#two
# C3H4NP

The molecule C3H4NP (wB97M-V/def2-TZVPD, the OMol25 dataset).

Cartesian coordinates (Å):
C (-1.1494, 0.1208, -0.2061)
C (-0.4364, 1.1904, -0.2897)
C (0.6343, -1.2288, 0.0602)
N (-0.6520, -1.2060, -0.2183)
P (1.5521, 0.3559, -0.0867)
H (-2.1650, 0.1862, -0.2859)
H (-0.5782, 2.2187, -0.3357)
H (1.0229, -2.2921, 0.1602)
H (1.7717, 0.6549, 1.2019)

Structure (SMILES): C1=NC=[PH]=C1
Multiplicity: 1

***

Top of the stability list: #two, leading by 0.0281 hartree.

***

#one
# C7H8

The molecule C7H8 (wB97M-V/def2-TZVPD, the OMol25 dataset).

Cartesian coordinates (Å):
C (-0.4808, -0.7237, -0.2216)
C (-2.0755, -0.8592, -0.5406)
C (-1.5809, 0.2158, -0.0265)
C (0.8075, -0.6552, -0.5773)
C (0.4651, -1.6932, 0.3767)
C (-1.6174, 1.4227, 0.7660)
C (1.8994, 0.2298, -0.9945)
H (0.8836, -1.6961, 1.3955)
H (0.3401, -2.6613, 0.0382)
H (-2.6125, 1.6378, 1.2340)
H (-1.5417, 2.3638, 0.1912)
H (-0.8861, 1.1942, 1.5247)
H (2.7560, -0.3586, -1.4846)
H (2.2904, 0.6254, -0.1257)
H (1.3530, 0.9579, -1.5556)

Multiplicity: 1

***

#two
# C7H8

A structure of composition C7H8 (wB97M-V/def2-TZVPD, the OMol25 dataset).

Cartesian coordinates (Å):
C (-0.1044, 1.0848, 0.0410)
C (0.9959, 1.7411, 0.0289)
C (-0.4082, -0.7918, -0.6108)
C (-1.1764, 0.1432, -0.1171)
C (1.3764, 0.3808, -0.4720)
C (-2.6025, 0.3304, 0.2406)
C (2.2151, -0.4855, 0.4267)
H (-0.3032, -1.7788, -0.9792)
H (1.5946, 0.3439, -1.5342)
H (-3.2221, -0.3653, -0.3231)
H (-2.9131, 1.3511, 0.0245)
H (-2.7509, 0.1577, 1.3061)
H (3.1209, 0.0464, 0.7215)
H (2.5024, -1.4022, -0.0858)
H (1.6755, -0.7558, 1.3329)

Multiplicity: 1

***

Top of the stability list: #two, leading by 0.0124 hartree.

***

#one
# C7H8

The molecule C7H8 (wB97M-V/def2-TZVPD, the OMol25 dataset).

Cartesian coordinates (Å):
C (-0.6182, -1.6411, -0.6576)
C (0.3297, -0.5783, -0.0921)
C (0.9041, 0.4368, -1.1161)
C (1.1095, 1.6376, -0.2833)
C (0.8940, 2.3867, 0.6780)
C (-0.3301, 0.2739, 0.9218)
C (-0.9251, 0.9153, 1.8301)
H (-1.4532, -1.1758, -1.1903)
H (-0.0659, -2.2729, -1.3603)
H (-1.0198, -2.2859, 0.1304)
H (1.1731, -1.0657, 0.4132)
H (1.8042, 0.0332, -1.5928)
H (0.1676, 0.6321, -1.9069)
H (-0.2355, 1.9616, 1.7020)
H (-1.7345, 0.7426, 2.5238)

Multiplicity: 1

***

#two
# C7H8

The molecule C7H8 (wB97M-V/def2-TZVPD, the OMol25 dataset).

Cartesian coordinates (Å):
C (-0.6036, -1.7088, -0.7270)
C (0.2543, -0.6334, -0.0536)
C (0.8319, 0.4249, -1.0534)
C (1.0474, 1.6455, -0.2677)
C (0.8178, 2.3551, 0.6799)
C (-0.5542, -0.0144, 1.0059)
C (-1.2341, 0.4632, 1.8769)
H (-1.4502, -1.2429, -1.2430)
H (-0.0272, -2.2995, -1.4442)
H (-1.0089, -2.3814, 0.0354)
H (1.1158, -1.1085, 0.4340)
H (1.7358, 0.0285, -1.5301)
H (0.1070, 0.6238, -1.8530)
H (0.3872, 2.7175, 1.5900)
H (-1.8628, 0.8486, 2.6442)

Structure (SMILES): C#CC[C@H](C)C#C
Multiplicity: 1

***

Top of the stability list: #two, leading by 0.1196 hartree.

***

#one
# C7H8

The molecule C7H8 (wB97M-V/def2-TZVPD, the OMol25 dataset).

Cartesian coordinates (Å):
C (-1.4942, 0.1990, -1.6942)
C (-0.5230, 0.1131, -0.5493)
C (-0.3771, -1.1031, 0.1373)
C (0.4348, -1.1697, 1.2778)
C (1.3097, -0.1219, 1.6125)
C (1.5874, 0.7505, 0.5740)
C (0.4164, 1.1073, -0.2087)
H (-1.0773, 0.8451, -2.4797)
H (-2.4415, 0.7126, -1.5041)
H (-1.7024, -0.8442, -1.9551)
H (-0.5526, -2.0614, -0.3655)
H (0.1398, -1.8609, 2.0640)
H (1.7466, -0.0834, 2.6077)
H (2.4627, 1.3946, 0.5106)
H (0.0706, 2.1224, -0.0274)

Structure (SMILES): Cc1ccccc1
Multiplicity: 1

***

#two
# C7H8

The molecule C7H8 (wB97M-V/def2-TZVPD, the OMol25 dataset).

Cartesian coordinates (Å):
C (-0.3908, -1.6811, -0.4711)
C (-0.1808, -0.3161, 0.1937)
C (0.4042, 0.7414, -0.7963)
C (1.6777, 1.2481, -0.2795)
C (2.7060, 1.5648, 0.2616)
C (-1.4315, 0.1322, 0.8193)
C (-2.4744, 0.4382, 1.3378)
H (-1.1072, -1.6050, -1.2955)
H (0.5577, -2.0653, -0.8610)
H (-0.7837, -2.3966, 0.2571)
H (0.5571, -0.4429, 0.9938)
H (0.5567, 0.2835, -1.7819)
H (-0.3021, 1.5656, -0.9434)
H (3.6098, 1.8357, 0.7605)
H (-3.3986, 0.6975, 1.8050)

Structure (SMILES): C#CC[C@H](C)C#C
Multiplicity: 1

***

#three
# C7H8

The molecule C7H8 (wB97M-V/def2-TZVPD, the OMol25 dataset).

Cartesian coordinates (Å):
C (-0.5019, 1.2106, -0.1675)
C (0.0903, -0.2106, 0.0932)
C (0.9895, -0.1338, 1.3158)
C (-0.9743, -1.2563, 0.3840)
C (-2.1249, -0.8810, 0.3539)
C (0.7731, -0.6297, -1.1287)
C (1.2877, -0.9538, -2.1648)
H (-1.1815, 1.2409, -1.0273)
H (0.3269, 1.8952, -0.3753)
H (-1.0413, 1.5915, 0.7096)
H (0.3732, 0.1262, 2.1855)
H (1.4545, -1.1047, 1.4870)
H (1.7471, 0.6359, 1.1653)
H (-2.9826, -0.2738, 0.2358)
H (1.7641, -1.2565, -3.0666)

Structure (SMILES): C#CC(C)(C)C#C
Multiplicity: 1

***

#four
# C7H8

A structure of composition C7H8 (wB97M-V/def2-TZVPD, the OMol25 dataset).

Cartesian coordinates (Å):
C (0.7096, -3.5436, -1.3670)
C (0.5672, -2.4010, -1.5415)
C (0.4330, 1.2497, 0.6899)
C (1.2233, 1.1102, -0.6116)
C (-0.6165, 0.4684, -0.0174)
C (0.3183, 0.1014, -1.1115)
C (-1.3081, -0.7254, 0.6662)
H (0.9189, 0.7953, 1.6434)
H (0.1952, 2.2862, 1.1199)
H (1.0827, 2.0510, -1.3383)
H (2.3807, 0.8495, -0.4545)
H (-1.4646, 1.1421, -0.4018)
H (-1.5725, -0.4788, 1.7235)
H (-0.6604, -1.7293, 0.7531)
H (-2.2068, -1.1757, 0.2476)

Multiplicity: 1

***

Top of the stability list: #one, leading by 0.0458 hartree.

***

#one
# C7H8

A cluster of 2 separate species, C7H8 in total (wB97M-V/def2-TZVPD, the OMol25 dataset).

Cartesian coordinates (Å):
C (-0.9402, -0.6827, -1.3739)
C (0.0260, 0.0105, -0.4051)
C (-0.6600, 0.1000, 1.5855)
C (1.0668, -0.8191, 0.1523)
C (1.5807, -1.3769, 1.0970)
C (0.4774, 1.3120, -0.8817)
C (0.7866, 2.4183, -1.2514)
H (-0.5167, -0.8807, -2.3724)
H (-1.8086, -0.0384, -1.5148)
H (-1.2584, -1.6419, -0.9586)
H (-0.7639, -0.9660, 1.5014)
H (0.2875, 0.5609, 1.7953)
H (-1.4217, 0.4862, 2.3014)
H (2.1037, -1.8988, 1.8635)
H (1.0409, 3.4167, -1.5384)

Multiplicity: 1

***

#two
# C7H8

The molecule C7H8 (wB97M-V/def2-TZVPD, the OMol25 dataset).

Cartesian coordinates (Å):
C (-1.2186, -1.7725, -0.6364)
C (-0.3098, -0.6100, -0.3282)
C (0.3118, 1.4915, 1.2472)
C (-0.0007, 1.7452, -0.0837)
C (1.2261, 0.4375, 1.1646)
C (0.9005, -0.6610, 0.3880)
C (-0.3696, 0.6695, -0.8902)
H (-0.9173, -2.2776, -1.5553)
H (-1.2174, -2.5107, 0.1767)
H (-2.2614, -1.4463, -0.7550)
H (0.2510, 2.2096, 2.0606)
H (0.3364, 2.7127, -0.4397)
H (2.2280, 0.7207, 1.4720)
H (1.5916, -1.4558, 0.1341)
H (-0.5508, 0.7472, -1.9546)

Structure (SMILES): Cc1ccccc1
Multiplicity: 1

***

#three
# C7H8

The molecule C7H8 (wB97M-V/def2-TZVPD, the OMol25 dataset).

Cartesian coordinates (Å):
C (-0.8025, -1.3281, 1.8310)
C (-0.2221, -0.1388, 1.3886)
C (-1.1108, -1.1532, -0.7003)
C (-0.0129, 0.0097, -0.9558)
C (-1.5448, -0.6971, 0.7157)
C (0.5818, 0.3756, 0.4525)
C (1.7802, 1.1844, 0.5532)
H (-1.9080, -0.9852, -1.5913)
H (-0.8353, -2.2155, -0.9082)
H (0.8598, -0.1844, -1.6179)
H (-0.5605, 0.8582, -1.4247)
H (-2.2608, 0.1327, 0.6432)
H (1.5399, 2.1091, 0.1032)
H (2.4914, 0.6883, -0.0322)
H (2.0045, 1.3444, 1.5429)

Multiplicity: 1

***

Top of the stability list: #two, leading by 0.1080 hartree.

***

#one
# C7H8

The molecule C7H8 (wB97M-V/def2-TZVPD, the OMol25 dataset).

Cartesian coordinates (Å):
C (-0.9440, 1.1220, 0.3859)
C (0.3512, 0.6771, -0.3001)
C (1.0573, -0.5417, 0.3824)
C (0.2354, -1.3396, 1.3001)
C (-0.4025, -1.9893, 2.0897)
C (0.1339, 0.4191, -1.7301)
C (0.0165, 0.2668, -2.9196)
H (-1.6541, 0.2938, 0.4624)
H (-0.7175, 1.4819, 1.3931)
H (-1.4058, 1.9348, -0.1832)
H (1.0555, 1.5197, -0.2434)
H (1.4564, -1.1982, -0.3980)
H (1.9208, -0.1696, 0.9418)
H (-0.9680, -2.5761, 2.7806)
H (-0.1350, 0.0995, -3.9618)

Structure (SMILES): C#CC[C@H](C)C#C
Multiplicity: 1

***

#two
# C7H8

The molecule C7H8 (wB97M-V/def2-TZVPD, the OMol25 dataset).

Cartesian coordinates (Å):
C (-1.3675, 0.7120, 0.6163)
C (0.1550, 0.8001, 0.4730)
C (0.8456, -0.5380, 0.8017)
C (0.4857, -1.5992, -0.1400)
C (0.1808, -2.4430, -0.9443)
C (0.7009, 0.6535, -2.0663)
C (0.5265, 1.2513, -0.9209)
H (-1.7631, -0.0541, -0.0583)
H (-1.6435, 0.4565, 1.6455)
H (-1.8409, 1.6657, 0.3629)
H (0.5350, 1.5429, 1.1840)
H (1.9328, -0.4027, 0.7809)
H (0.5712, -0.8377, 1.8194)
H (-0.0726, -3.2049, -1.6477)
H (0.6684, 2.3225, -1.1308)

Multiplicity: 1

***

#three
# C7H8

The molecule C7H8 (wB97M-V/def2-TZVPD, the OMol25 dataset).

Cartesian coordinates (Å):
C (0.9412, -0.5395, -0.1239)
C (-0.0622, -1.7577, 0.0821)
C (1.0189, 1.6555, -0.4627)
C (-1.1792, 0.2510, 0.7963)
C (0.6362, 0.4040, -1.2015)
C (-1.2045, -1.3374, 0.6525)
C (0.1724, 0.7203, 0.2994)
H (1.8677, -0.6534, 0.3365)
H (0.0953, -2.7813, -0.3287)
H (2.0290, 1.8017, -0.1503)
H (0.7025, 2.6517, -0.8251)
H (-2.0892, 0.6153, 0.3630)
H (-1.1982, 0.5759, 1.7682)
H (0.3882, 0.2288, -2.2761)
H (-2.1180, -1.8351, 1.0703)

Structure (SMILES): C1=C[C@H]2[C@@H]3C[C@@]23C1
Multiplicity: 1

***

Top of the stability list: #one, leading by 0.0141 hartree.